DFT (ωB97M-V/def2-TZVPD) results for a molecular structure, C15H35O12P3S in a non-equilibrium geometry.

## Properties
E_HOMO = -9.4 eV
max |F| = 6.8 eV Å⁻¹
HOMO-LUMO gap = 9.602 eV
charge = 0

Element x y z (Å)
C -1.20 -2.70 5.99
C -2.29 -3.07 5.68
C -3.67 -3.42 5.31
O -4.50 -2.31 5.69
P -5.62 -1.93 4.62
O -5.19 -1.98 3.23
O -6.91 -2.81 4.89
O -6.06 -0.42 4.99
S -4.84 0.56 5.67
H -0.35 -2.08 6.16
H -3.69 -3.64 4.24
H -3.98 -4.33 5.83
H -7.09 -2.78 5.84
H -3.73 0.24 4.98
O -3.88 3.11 1.70
P -3.12 2.43 0.62
O -2.22 1.32 1.41
C -2.89 0.17 1.95
C -3.44 -0.75 0.89
O -2.02 3.60 0.30
C -2.10 4.91 0.86
C -1.36 4.99 2.18
O -2.94 1.78 -0.86
C -1.83 2.02 -1.74
C -0.49 1.56 -1.21
H -3.70 0.50 2.62
H -2.16 -0.36 2.56
H -4.24 -0.27 0.32
H -3.85 -1.65 1.34
H -2.66 -1.03 0.18
H -3.14 5.22 0.96
H -1.64 5.59 0.14
H -1.63 4.18 2.85
H -1.55 5.94 2.67
H -0.28 4.91 2.01
H -1.81 3.07 -2.04
H -2.06 1.46 -2.65
H -0.20 2.08 -0.30
H 0.28 1.75 -1.96
H -0.51 0.50 -0.99
O 2.33 -0.43 -2.54
P 3.74 -0.30 -3.00
O 3.77 -1.19 -4.39
C 3.11 -0.66 -5.54
C 3.80 0.57 -6.09
O 4.46 -1.33 -1.95
C 3.77 -1.89 -0.83
C 3.12 -3.21 -1.19
O 5.12 0.49 -3.28
C 6.44 0.00 -2.96
C 6.84 -1.26 -3.70
H 2.06 -0.45 -5.30
H 3.12 -1.45 -6.29
H 3.73 1.41 -5.39
H 3.33 0.88 -7.03
H 4.86 0.38 -6.27
H 3.05 -1.18 -0.42
H 4.52 -2.06 -0.06
H 2.53 -3.13 -2.11
H 2.47 -3.55 -0.38
H 3.88 -3.97 -1.37
H 6.54 -0.12 -1.89
H 7.12 0.80 -3.25
H 6.20 -2.10 -3.47
H 7.86 -1.53 -3.43
H 6.79 -1.10 -4.78